# 1
The ion C10H12N with charge +1 in a non-equilibrium geometry, computed with ωB97M-V/def2-TZVPD.

energy relative to the best compared isomer or geometry (same formula, charge and spin)	144.20	kcal/mol
HOMO-LUMO gap	8.13	eV

```
! RIJCOSX wB97M-V def2-TZVPD def2/J DEFGRID3
* xyz 1 1
C 2.742 -0.113 -0.981
C 2.840 -0.312 0.344
C -0.472 -0.407 2.129
C 0.934 -0.695 2.090
C 1.351 0.233 -1.465
C -1.262 -0.008 1.136
C 1.636 -0.391 1.023
C 0.410 0.025 -0.578
C -1.780 -0.844 -1.040
C -1.434 1.455 -0.607
N -0.941 0.110 -0.270
H 3.422 -0.102 -1.793
H 3.867 -0.520 0.739
H -0.783 -0.521 3.182
H 1.249 -0.992 3.072
H 1.389 0.502 -2.539
H -2.220 0.265 1.209
H -1.533 -1.803 -0.680
H -2.876 -0.629 -1.091
H -1.617 -0.937 -2.038
H -2.368 1.644 -0.215
H -0.955 2.300 -0.069
H -1.597 1.739 -1.557
*
```

Atomic partial charges in e from the Mulliken method, atoms 1 to 5: C -0.133; C -0.962; C -0.252; C -0.378; C -0.311

# 2
An isolated molecule of C10H12N2O in a non-equilibrium geometry, computed with ωB97M-V/def2-TZVPD.

energy relative to the best compared isomer or geometry (same formula, charge and spin)	170.53	kcal/mol
SMILES	Cc1cccc2c1N(N=O)CCC2
HOMO-LUMO gap	9.40	eV

```
! RIJCOSX wB97M-V def2-TZVPD def2/J DEFGRID3
* xyz 0 1
C -2.474 -1.164 -0.963
C -1.053 -1.058 -1.032
C -0.139 -1.608 -2.163
C 1.204 -1.445 -2.342
C 1.911 -1.004 -1.200
C 1.222 -0.433 -0.103
C -0.210 -0.476 -0.090
N -0.720 0.519 0.917
N -1.513 1.351 0.438
O -1.517 2.393 1.232
C 0.082 0.899 2.119
C 1.357 1.246 1.661
C 2.177 0.147 0.908
H -2.607 -0.391 -1.907
H -2.951 -2.190 -1.192
H -2.887 -0.818 0.134
H -0.743 -2.021 -2.969
H 1.715 -1.666 -3.238
H 2.963 -1.170 -1.234
H -0.365 -0.042 2.697
H -0.390 1.556 2.763
H 1.071 2.023 0.733
H 1.818 1.976 2.465
H 2.749 -0.687 1.476
H 2.930 0.580 0.160
*
```

Atomic partial charges in e from the Mulliken method, atoms 1 to 5: C -1.016; C -0.168; C -0.530; C -0.756; C -0.667

# 3
A cluster of 2 separate species, C10H12N2O2S in total in a non-equilibrium geometry, computed with ωB97M-V/def2-TZVPD.

energy relative to the best compared isomer or geometry (same formula, charge and spin)	0.00	kcal/mol
SMILES	C[C@@H]1CN=C(c2ccccc2)S1.O=NO
HOMO-LUMO gap	9.53	eV

```
! RIJCOSX wB97M-V def2-TZVPD def2/J DEFGRID3
* xyz 0 1
C -1.653 2.458 -2.717
C -1.983 1.791 -1.394
C -1.146 2.331 -0.207
N -0.439 1.278 0.456
C -0.575 0.127 -0.053
C 0.044 -1.089 0.458
C 0.257 -1.243 1.828
C 0.831 -2.402 2.313
C 1.200 -3.414 1.442
C 0.987 -3.267 0.081
C 0.404 -2.116 -0.411
S -1.618 -0.005 -1.466
H -0.598 2.341 -2.950
H -1.883 3.520 -2.661
H -2.235 2.017 -3.521
H -3.053 1.873 -1.188
H -0.413 3.063 -0.561
H -1.783 2.832 0.528
H -0.045 -0.456 2.502
H 0.988 -2.517 3.375
H 1.651 -4.319 1.823
H 1.273 -4.057 -0.595
H 0.239 -2.001 -1.472
O 3.791 0.218 0.898
N 2.639 0.415 0.674
O 2.039 1.271 1.557
H 1.084 1.351 1.263
*
```

Atomic partial charges in e from the Mulliken method, atoms 1 to 5: C -1.396; C 0.374; C -1.065; N -0.517; C 0.071

# 4
An isolated molecule of C10H12N2S in a non-equilibrium geometry, computed with ωB97M-V/def2-TZVPD.

energy relative to the best compared isomer or geometry (same formula, charge and spin)	125.13	kcal/mol
SMILES	c1ccc(SCC2=NCCN2)cc1
HOMO-LUMO gap	9.02	eV

```
! RIJCOSX wB97M-V def2-TZVPD def2/J DEFGRID3
* xyz 0 1
C -0.015 2.641 2.430
C 0.959 2.340 1.489
C 0.593 1.597 0.406
C -0.793 1.601 0.171
S -1.446 0.814 -1.362
C -1.649 -1.095 -0.792
C -0.320 -1.737 -0.920
N -0.146 -2.756 -0.266
C 1.222 -3.213 -0.465
C 1.737 -2.000 -1.654
N 0.704 -1.050 -1.620
C -1.722 2.401 0.947
C -1.353 2.873 2.228
H 0.303 3.124 3.351
H 1.974 2.251 1.660
H 1.154 1.278 -0.470
H -2.399 -1.291 -1.615
H -1.995 -1.040 0.150
H 1.989 -3.057 0.392
H 0.977 -4.427 -0.964
H 1.906 -2.574 -2.682
H 2.718 -1.409 -1.079
H 0.284 -1.024 -2.703
H -2.863 2.249 0.461
H -1.819 3.506 2.907
*
```

Atomic partial charges in e from the Mulliken method, atoms 1 to 5: C -0.326; C -0.767; C -0.134; C 0.190; S -0.127

# 5
A structure of composition C10H12N2S in a non-equilibrium geometry, computed with ωB97M-V/def2-TZVPD.

energy relative to the best compared isomer or geometry (same formula, charge and spin)	71.95	kcal/mol
HOMO-LUMO gap	8.26	eV

```
! RIJCOSX wB97M-V def2-TZVPD def2/J DEFGRID3
* xyz 0 1
C 3.001 -0.562 -1.156
C 2.306 -1.680 -1.531
C 0.878 0.013 -0.957
C -2.238 -0.585 -0.810
C -1.819 -1.207 0.404
C -1.484 0.361 -1.388
C -1.043 -0.641 1.349
C -0.293 0.857 -0.714
C -0.659 0.850 1.200
C 0.605 1.213 2.015
N 2.133 0.473 -0.870
N 1.036 -1.259 -1.402
S -2.038 1.879 1.648
H 4.064 -0.629 -0.887
H 2.543 -2.749 -1.623
H -3.166 -0.850 -1.357
H -2.473 -2.112 0.432
H -1.827 0.839 -2.332
H -0.769 -1.067 2.345
H 0.134 1.797 -0.824
H 0.963 2.198 1.652
H 1.183 0.309 2.150
H 0.290 1.484 3.028
H 0.255 -1.875 -1.510
H -1.582 2.946 1.140
*
```

Atomic partial charges in e from the Mulliken method, atoms 1 to 5: C -0.486; C -0.171; C 0.034; C -0.297; C -0.642

# 6
A cluster of 2 separate species, C10H12N3O in total in a non-equilibrium geometry, computed with ωB97M-V/def2-TZVPD.

energy relative to the best compared isomer or geometry (same formula, charge and spin)	102.30	kcal/mol
HOMO-LUMO gap	10.04	eV

```
! RIJCOSX wB97M-V def2-TZVPD def2/J DEFGRID3
* xyz 1 1
C -2.567 0.701 1.691
C -2.313 -0.674 1.656
C -1.753 1.614 1.027
C -1.172 -1.132 0.984
C 0.629 1.940 0.158
C -0.481 1.145 0.552
C -0.258 -0.220 0.445
C 1.034 -0.582 -0.136
C 2.106 0.273 0.409
C -0.420 -2.919 -2.686
N 1.891 1.511 0.831
N 0.971 1.569 -1.275
N 1.552 0.334 -1.099
O 0.283 -1.961 -2.508
H -3.322 1.137 2.263
H -2.945 -1.513 2.248
H -1.910 2.679 1.217
H -1.009 -2.282 1.004
H 0.505 3.004 0.348
H 3.156 -0.246 0.557
H -0.346 -3.615 -3.651
H 2.478 1.933 1.555
H 1.781 2.194 -1.529
H -1.138 -3.349 -1.880
H 1.975 0.081 -1.973
H 1.274 -1.623 -0.207
*
```

Atomic partial charges in e from the Mulliken method, atoms 1 to 5: C -0.422; C -0.433; C -1.331; C -0.570; C 0.571

# 7
A cluster of 2 separate species, C10H12N3S in total in a non-equilibrium geometry, computed with ωB97M-V/def2-TZVPD.

energy relative to the best compared isomer or geometry (same formula, charge and spin)	66.89	kcal/mol
HOMO-LUMO gap (alpha / beta)	6.68 / 6.39	eV

```
! RIJCOSX wB97M-V def2-TZVPD def2/J DEFGRID3
* xyz 1 1
C 1.306 1.258 -4.262
C 1.884 2.322 -3.578
C 1.091 0.041 -3.617
C 2.243 2.185 -2.255
C 1.468 -0.120 -2.304
C -1.278 -1.628 2.320
C 2.054 0.951 -1.608
C -1.240 -0.374 2.854
C 0.501 -0.622 1.500
C -2.132 0.312 3.814
N -0.192 -1.752 1.483
N -0.124 0.224 2.321
N 0.157 -2.924 0.858
S 2.624 0.766 -0.003
H 1.020 1.376 -5.295
H 2.049 3.262 -4.081
H 0.634 -0.776 -4.154
H 2.700 3.000 -1.715
H 1.314 -1.055 -1.790
H -1.974 -2.427 2.465
H -1.976 1.388 3.782
H -3.174 0.099 3.587
H -1.929 -0.033 4.828
H 0.208 1.148 2.546
H -0.616 -3.350 0.358
H 0.978 -2.809 0.277
*
```

Atomic partial charges in e from the Mulliken method, atoms 1 to 5: C -0.339; C -0.510; C -0.576; C -0.274; C -0.148

# 8
A structure of composition C10H12N7O2Pt in a non-equilibrium geometry, computed with ωB97M-V/def2-TZVPD.

expectation value of S²	2.0210
HOMO-LUMO gap (alpha / beta)	7.32 / 6.75	eV

```
! RIJCOSX wB97M-V def2-TZVPD def2/J DEFGRID3
* xyz 1 3
Pt -0.055 -0.003 0.010
N -3.214 -2.736 -0.311
C -2.893 -1.450 -0.130
N -1.607 -1.375 0.171
C -1.178 -2.683 0.150
N -2.158 -3.514 -0.134
C 0.197 -3.014 0.399
C 0.673 -4.330 0.520
N 1.947 -4.572 0.684
C 2.788 -3.552 0.768
C 2.337 -2.239 0.706
N 1.053 -1.981 0.508
H -4.109 -3.145 -0.546
H -3.579 -0.628 -0.200
H -0.002 -5.170 0.470
H 3.834 -3.791 0.883
H 3.010 -1.398 0.808
C 2.784 2.811 -1.658
C 1.908 1.667 -1.299
N 1.311 1.567 -0.145
O 1.490 2.639 0.724
C 1.702 0.581 -2.225
C 2.571 0.385 -3.428
N 0.693 -0.202 -1.984
O 0.328 -1.237 -2.556
H 2.528 3.681 -1.060
H 2.706 3.048 -2.715
H 3.821 2.552 -1.442
H 1.156 2.381 1.594
H 3.603 0.632 -3.196
H 2.227 1.015 -4.246
H 2.503 -0.652 -3.750
*
```

Atomic partial charges in e from the Mulliken method, atoms 1 to 5: Pt 0.458; N 0.129; C -0.094; N -0.278; C 0.143